Here is C9H20Br4FeN as an isolated structure from the Open Molecules 2025 dataset. Energies are from wB97M-V/def2-TZVPD.

Properties
Multiplicity: 5
Gap between HOMO and LUMO (spin up / spin down) (eV): 6.5 / 6.1
E_HOMO (spin up / spin down) (eV): -4.778 / -4.369
E (Ha): -11969.66042
Total charge: -1
E_LUMO (spin up / spin down) (eV): 1.7193 / 1.7188
Relative energy (zero: lowest compared OMol25 entry of this formula, charge and spin) (kJ/mol): 0.0

Structure (XYZ):
```
35
Properties=species:S:1:pos:R:3:forces:R:3:mulliken_charge:R:1
Fe 19.94198 -4.89296 -15.84499 -0.4 0.0 0.1 0.41
C 23.39927 -6.45999 -24.62670 -0.9 -0.3 -0.5 -1.17
C 21.94344 -6.97986 -24.60736 0.5 -0.1 0.3 -0.79
C 21.32918 -7.16905 -23.20691 -0.8 -0.4 -1.1 -0.31
C 21.16119 -5.88242 -22.42347 0.4 -0.1 0.6 -0.83
N 20.43178 -6.04481 -21.12138 -0.2 -0.4 0.9 0.55
C 20.16473 -4.70449 -20.45637 0.7 1.3 -0.2 -0.70
C 18.86272 -4.75979 -19.64758 1.2 -0.6 -0.9 0.66
C 18.22590 -6.05401 -20.12661 -1.2 -0.8 0.7 -0.78
C 19.05558 -6.64526 -21.23693 -0.5 1.2 -1.6 -0.70
C 21.22779 -6.90543 -20.17116 -0.3 0.0 -0.3 -0.58
H 23.98581 -6.90983 -23.82780 0.0 0.3 0.2 0.31
H 23.37137 -5.37194 -24.59976 0.4 0.0 0.4 0.30
H 23.86903 -6.74665 -25.56812 0.0 0.1 0.0 0.38
H 21.87460 -7.95153 -25.10037 0.2 -0.1 0.1 0.41
H 21.29741 -6.33996 -25.21265 0.0 0.2 0.1 0.36
H 21.83253 -7.97943 -22.67991 0.4 0.4 0.2 0.35
H 20.36542 -7.62584 -23.45877 -0.3 0.3 0.4 0.27
H 20.67346 -5.09179 -22.99220 -0.3 -0.2 -0.1 0.33
H 22.13529 -5.47932 -22.14075 0.1 0.0 0.0 0.39
H 21.03557 -4.36626 -19.88897 0.0 -0.6 0.4 0.35
H 20.11616 -3.94730 -21.24377 -0.3 -0.3 -0.3 0.32
H 19.07077 -4.84244 -18.60178 0.1 0.3 0.6 -0.75
H 18.30673 -3.85331 -19.86568 -0.3 -0.1 0.2 0.45
H 18.13864 -6.80909 -19.34208 0.1 0.4 0.4 0.20
H 17.20828 -5.84487 -20.46052 0.0 -0.3 -0.2 0.40
H 19.06944 -7.72679 -21.33423 0.2 0.0 0.3 0.46
H 18.64919 -6.22940 -22.16684 0.2 -0.2 -0.2 0.40
H 22.17835 -6.40531 -20.01215 0.0 -0.1 0.3 0.32
H 21.35394 -7.88858 -20.62004 0.1 0.1 -0.1 0.30
H 20.63989 -7.05664 -19.26171 0.2 0.4 0.3 0.06
Br 19.47769 -7.26537 -16.84569 0.1 0.1 -0.1 -0.67
Br 20.44855 -5.11340 -13.46139 0.0 0.0 -0.1 -0.50
Br 21.82920 -3.94804 -17.22111 -0.1 -0.1 -0.2 -0.58
Br 17.77318 -3.57900 -16.26654 0.4 -0.2 -0.1 -0.64
```
Positions in Å, forces in eV/Å.

=====

Here is C9H20Br4NZn as an isolated structure from the Open Molecules 2025 dataset. Energies are from wB97M-V/def2-TZVPD.

Properties
Gap between HOMO and LUMO (eV): 3.4
E_HOMO (eV): -4.929
E (Ha): -12484.91602
Total charge: -1
E_LUMO (eV): -1.5256

Structure (XYZ):
```
35
Properties=species:S:1:pos:R:3:forces:R:3:mulliken_charge:R:1
Zn 0.55798 -7.72060 -0.27717 -0.2 -0.1 0.2 0.77
C 2.56243 1.96362 -2.57840 0.9 2.1 0.0 -1.30
C 1.25565 1.22790 -2.70430 0.4 -1.0 0.0 -0.61
C 0.18203 1.57713 -1.66548 -0.2 -1.6 -0.5 -0.35
C 0.58891 0.97173 -0.32604 1.4 1.2 0.6 -0.98
N -0.47251 0.81160 0.73408 -1.2 -0.8 -0.4 0.24
C 0.00170 0.78801 2.20461 -0.8 0.9 -0.5 -0.54
C -1.10812 1.57633 2.96114 0.6 0.0 1.0 -0.47
C -2.11128 2.17276 1.98548 -0.5 -0.8 0.4 -0.73
C -1.41061 2.09697 0.69158 1.7 -0.9 -1.1 -0.51
C -1.27174 -0.51396 0.46146 -0.5 2.0 -0.2 -0.90
H 3.14326 2.00586 -1.65701 -0.3 -1.2 0.5 0.32
H 2.43175 3.04392 -2.64133 -0.5 0.4 -0.6 0.35
H 3.29366 1.75567 -3.35952 -0.2 -0.4 -0.1 0.37
H 1.52524 0.17240 -2.66757 -0.4 -0.3 0.2 0.38
H 0.84628 1.33914 -3.70836 0.0 0.3 0.0 0.36
H -0.72212 1.00665 -1.87800 -0.3 0.3 -0.8 0.40
H -0.00132 2.64327 -1.79893 -0.2 0.1 0.9 0.35
H 1.36231 1.62124 0.08394 0.0 0.0 0.4 0.29
H 1.08745 0.01951 -0.50727 -0.4 -0.2 0.1 0.46
H 0.10887 -0.22425 2.59440 0.1 0.0 -0.5 0.31
H 0.94778 1.32381 2.28174 0.0 -0.2 -0.3 0.30
H -1.59089 0.93411 3.69774 0.0 0.1 0.0 0.31
H -0.64094 2.40119 3.49915 0.1 -0.2 0.2 0.33
H -3.01773 1.56749 1.99605 -0.1 0.1 -0.2 0.33
H -2.39475 3.19732 2.22635 0.1 -0.1 0.0 0.38
H -2.01469 2.10693 -0.21566 0.1 -0.3 0.1 0.36
H -0.63250 2.85504 0.60229 -0.3 0.4 0.0 0.42
H -2.22389 -0.31157 0.95192 0.1 -0.7 0.4 0.37
H -0.73500 -1.41565 0.75634 0.0 0.4 0.2 0.38
H -1.53731 -0.54555 -0.59523 0.4 0.0 -0.1 0.35
Br -1.14459 -5.65599 -3.68174 0.2 -0.1 0.5 -0.75
Br 1.94270 -11.61552 -1.23595 -0.2 0.7 0.2 -0.62
Br -2.25767 -8.07045 2.55063 0.6 0.1 -0.6 -0.64
Br 3.44949 -5.10599 1.21908 -0.5 -0.3 -0.2 -0.75
```
Positions in Å, forces in eV/Å.

=====

Here is a 6-piece molecular cluster, C9H20Cl2F8N5O10S4 overall from the Open Molecules 2025 dataset. Energies are from wB97M-V/def2-TZVPD.

Properties
Gap between HOMO and LUMO (eV): 9.2
E_HOMO (eV): -7.328
E (Ha): -4693.24480
Total charge: -1
E_LUMO (eV): 1.8237

Structure (XYZ):
```
58
Properties=species:S:1:pos:R:3:forces:R:3:mulliken_charge:R:1
N -0.35422 0.34689 -0.45794 -0.8 -0.9 -0.4 1.03
H -0.47421 0.88810 -1.35073 0.2 0.3 1.1 0.35
H 0.13147 -0.52595 -0.70303 0.2 0.0 0.3 0.56
H -1.28762 0.08695 -0.05572 0.5 0.1 -0.3 -0.25
H 0.19112 0.79422 0.29039 0.3 0.2 -0.5 0.28
C -1.97744 -3.27769 0.47436 -1.1 1.6 1.4 0.66
F -1.25499 -3.25520 1.59585 0.6 -0.1 -0.1 -0.24
F -1.24309 -2.85735 -0.54571 0.1 -0.6 -0.2 -0.17
F -2.43516 -4.50744 0.32822 0.1 -0.1 -0.7 -0.23
S -3.40751 -2.04931 0.74937 -1.2 -1.0 -2.3 0.96
O -4.09074 -1.99056 -0.52970 1.4 0.5 0.4 -0.67
O -4.24864 -2.61087 1.77846 1.4 0.5 0.2 -0.62
N -2.50325 -0.64810 1.03716 -1.4 -1.7 0.2 -0.61
S -2.90570 -0.25514 2.52667 -1.4 0.0 2.7 0.94
O -4.32229 -0.05010 2.69827 0.4 0.3 -0.1 -0.61
O -2.29407 -1.11772 3.53575 0.4 1.4 -1.0 -0.65
C -2.30529 1.53642 2.74060 -1.1 -1.4 -0.1 0.54
F -2.49963 1.88060 4.00212 0.8 -0.3 0.7 -0.24
F -1.01674 1.58646 2.39814 0.1 0.9 0.0 -0.13
F -3.08282 2.37855 2.06755 0.8 -0.1 -0.9 -0.22
N -0.74511 2.26389 -2.29942 -0.3 -2.8 -4.2 -0.25
S -0.59503 2.03932 -4.01190 -1.2 -3.3 -0.6 0.95
O 0.59031 1.37591 -4.45932 0.6 1.0 0.9 -0.57
O -1.21224 2.99456 -4.87269 0.3 0.0 1.0 -0.54
F -1.56471 0.76592 -4.02615 -0.3 0.6 0.3 -0.26
S -0.48928 3.74002 -2.23721 1.6 7.5 2.5 0.95
O -1.55887 4.65247 -2.53105 -0.1 -1.1 0.2 -0.62
O 0.80566 4.20041 -2.68802 -0.4 -1.0 -0.2 -0.68
F -0.33593 3.87611 -0.63057 -0.3 -0.6 -0.4 -0.29
C 1.04300 -0.87192 2.67507 1.1 0.4 -0.3 -0.42
C 2.03816 0.18784 2.23154 -1.3 -0.2 0.1 0.50
O 1.82748 0.80171 1.19134 0.9 0.1 0.2 -0.73
N 3.16294 0.30652 2.97885 0.4 0.1 -0.9 -0.16
C 4.33964 0.93264 2.41297 -0.1 1.1 -1.0 -0.88
H 0.18795 -0.79134 2.01925 -0.3 -0.2 0.3 -0.40
H 0.81022 -0.84343 3.73715 -0.2 -0.1 -0.1 0.51
H 1.60325 -1.77867 2.42962 -0.4 -0.3 0.2 0.38
H 3.12842 0.04403 3.94590 0.1 -0.2 0.0 0.24
H 4.38326 0.87579 1.32024 -0.6 -0.9 0.0 0.22
H 5.28021 0.49615 2.73612 -0.1 0.2 0.6 0.37
H 4.27828 2.02482 2.45126 0.4 0.0 0.9 0.30
C 3.17379 -3.50600 -0.65989 -0.5 1.4 0.3 -1.30
C 2.58268 -2.17714 -1.12269 0.4 0.0 0.0 0.46
O 1.49193 -1.80482 -0.71397 -0.2 -0.2 -0.3 -0.54
N 3.37937 -1.39043 -1.87923 -0.3 0.7 0.0 -0.13
C 2.92622 -0.15246 -2.52230 0.4 -0.3 -0.2 -0.62
H 3.96691 -3.12349 -0.01089 0.3 -0.8 0.1 0.35
H 3.52955 -4.16078 -1.44844 0.1 0.1 0.0 0.39
H 2.37570 -3.93247 -0.05869 0.3 -0.4 0.0 0.27
H 4.33788 -1.61385 -2.07864 -0.1 -0.6 0.1 0.21
H 2.85147 -0.38975 -3.58301 -0.3 0.5 -0.1 0.33
H 3.65764 0.64221 -2.37775 0.1 -0.1 0.0 0.33
H 1.98911 0.22666 -2.13365 -0.1 -0.3 0.0 0.00
C -4.22469 1.63930 -1.22477 -0.7 -0.9 0.0 0.50
Cl -4.82270 1.40621 -2.89171 0.4 0.2 0.2 -0.20
Cl -5.48991 0.99133 -0.09738 0.7 0.9 -0.3 -0.16
H -3.35388 1.01540 -1.06246 0.0 -0.1 -0.2 -0.54
H -3.96791 2.68454 -1.08759 -0.4 0.0 0.2 0.37
```
Positions in Å, forces in eV/Å.

=====

Here is C9H20ClGdScSi as an isolated structure from the Open Molecules 2025 dataset. Energies are from wB97M-V/def2-TZVPD.

Properties
Multiplicity: 8
Gap between HOMO and LUMO (spin up / spin down) (eV): 6.7 / 6.9
E_HOMO (spin up / spin down) (eV): -4.064 / -4.219
E (Ha): -2630.95170
Total charge: -1
E_LUMO (spin up / spin down) (eV): 2.6813 / 2.6917
Relative energy (zero: lowest compared OMol25 entry of this formula, charge and spin) (kJ/mol): 0.0

Structure (XYZ):
```
33
Properties=species:S:1:pos:R:3:forces:R:3:mulliken_charge:R:1
Sc 1.05257 -0.04566 -0.61160 -0.2 0.6 -0.1 0.60
Cl 1.60288 -2.02323 -1.93675 -0.1 -0.8 0.2 -0.57
C 2.20525 -0.01895 1.21771 0.1 0.1 0.1 -1.14
H 1.54229 0.47278 1.94800 0.2 -0.1 0.0 0.30
H 3.15110 0.52773 1.16009 0.1 -0.1 0.2 0.30
H 2.37315 -1.05360 1.54405 0.1 0.1 0.1 0.28
Gd 2.67785 -0.11161 -3.50639 0.3 0.2 0.2 1.30
C 1.41030 -0.20186 -5.45251 -0.3 0.1 -0.7 -1.18
C 5.01125 0.11859 -3.60722 0.8 0.0 -0.3 -1.23
C 1.77440 1.42326 -2.08211 -0.8 0.8 1.0 -1.16
H 5.32960 1.07312 -3.15939 0.0 -0.2 -0.1 0.22
H 5.49711 -0.69872 -3.04784 0.0 0.1 -0.1 0.26
H 5.37509 0.08665 -4.64619 0.1 0.0 0.1 0.28
H 0.73965 0.66864 -5.47834 0.0 -0.1 -0.1 0.22
H 2.01907 -0.22662 -6.36630 -0.2 0.0 -0.1 0.27
H 0.79952 -1.11657 -5.39446 0.0 0.1 -0.1 0.25
H 2.16681 2.08368 -1.26258 0.3 -0.4 -0.3 0.22
H 0.97688 2.08469 -2.49832 0.2 -0.5 -0.2 0.19
C -4.36301 0.88578 2.29994 -0.3 0.1 0.0 -0.94
Si -2.87876 -0.19217 2.67138 0.4 0.1 -0.3 0.14
C -2.09867 0.38974 4.27605 0.1 0.1 0.2 -0.94
C -3.38583 -1.97815 2.93795 -0.2 -0.2 -0.1 -0.93
C -1.72803 -0.03046 1.24026 0.9 0.0 -1.1 -0.62
C -0.93832 0.06586 0.27886 -1.9 -0.2 1.8 0.31
H -5.12908 0.82573 3.08584 0.1 0.0 -0.2 0.28
H -4.81435 0.58156 1.34660 0.1 0.1 0.2 0.28
H -4.04839 1.93375 2.20354 -0.1 -0.2 0.0 0.28
H -2.84543 0.35211 5.08339 0.1 0.0 -0.1 0.27
H -1.25068 -0.24162 4.57453 -0.2 0.1 -0.1 0.29
H -1.73849 1.42393 4.19764 -0.1 -0.2 0.0 0.29
H -3.78808 -2.41058 2.01258 0.1 0.0 0.2 0.29
H -2.53590 -2.59777 3.25681 -0.1 0.2 -0.1 0.29
H -4.16170 -2.05002 3.71476 0.1 0.0 -0.2 0.27
```
Positions in Å, forces in eV/Å.